Entry 1:
Density functional theory data (the ωB97M-V functional and the def2-TZVPD basis) for a 9-piece molecular cluster, C69H139F2N7O13 overall.

The SMILES is CC1(C)CCCC(C)(C)N1O.CC1(C)CCCC(C)(C)N1O.CC1(C)CCCC(C)(C)N1O.CC1(C)CCCC(C)(C)N1O.CC1(C)CCCC(C)(C)N1O.CC1(C)CCCC(C)(C)N1O.CC1(C)CCCC(C)(C)N1O.O=C1OC[C@@H](F)O1.O=C1OC[C@@H](F)O1. The gap between HOMO and LUMO comes out at 9.039 eV. Its total energy is -116280.6393 eV. The value obtained for the HOMO energy is -8.566 eV.

```
! wB97M-V def2-TZVPD RIJCOSX def2/J DEFGRID3
* xyz 0 1
C 7.98 14.55 14.03
C 8.19 15.73 13.03
C 6.74 16.34 12.87
C 9.16 16.80 13.61
C 10.68 16.35 13.38
C 10.86 16.03 11.85
C 9.90 14.98 11.22
C 9.95 15.10 9.68
C 10.34 13.62 11.76
N 8.56 15.36 11.59
O 7.73 14.26 11.18
H 8.86 13.87 14.20
H 7.55 14.93 14.94
H 7.21 13.84 13.55
H 6.12 15.74 12.20
H 6.27 16.44 13.84
H 6.87 17.41 12.53
H 8.88 17.77 13.19
H 8.98 16.95 14.73
H 11.38 17.21 13.66
H 10.74 15.44 13.91
H 11.91 15.72 11.66
H 10.70 17.01 11.31
H 9.44 14.39 9.14
H 10.98 14.76 9.47
H 9.74 16.11 9.40
H 11.33 13.34 11.47
H 9.71 12.71 11.58
H 10.45 13.65 12.88
H 7.20 14.65 10.49
C 15.87 18.46 11.42
C 16.46 17.10 11.13
C 15.77 16.50 9.92
C 17.97 17.28 10.89
C 18.75 15.95 10.96
C 18.55 15.43 12.44
C 17.01 15.15 12.65
C 16.52 14.00 11.76
C 16.84 14.69 14.06
N 16.37 16.45 12.45
O 14.98 16.30 12.73
H 16.01 19.11 10.51
H 14.83 18.46 11.64
H 16.41 18.98 12.25
H 15.78 17.36 9.19
H 16.20 15.67 9.43
H 14.72 16.20 10.01
H 18.18 17.74 9.89
H 18.32 17.93 11.71
H 18.42 15.11 10.35
H 19.76 16.04 10.75
H 18.98 16.19 13.10
H 19.14 14.51 12.61
H 15.66 13.45 12.18
H 17.37 13.29 11.67
H 16.25 14.41 10.76
H 17.50 13.78 14.10
H 15.85 14.30 14.25
H 17.30 15.35 14.78
H 14.79 16.93 13.44
C 10.78 18.72 16.53
C 10.92 20.00 15.83
C 11.23 21.04 16.89
C 12.12 19.89 14.94
C 12.28 21.08 14.02
C 11.01 21.23 13.18
C 9.76 21.41 13.99
C 9.51 22.73 14.74
C 8.54 21.23 13.17
N 9.75 20.19 14.98
O 8.66 20.32 15.85
H 11.39 18.61 17.41
H 9.71 18.58 16.86
H 11.03 17.87 15.88
H 11.48 22.02 16.49
H 10.39 21.19 17.62
H 12.00 20.70 17.59
H 13.01 19.75 15.53
H 11.97 18.87 14.41
H 12.48 21.94 14.62
H 13.18 21.13 13.38
H 10.87 20.41 12.56
H 11.07 22.11 12.50
H 10.38 23.43 14.81
H 8.99 22.52 15.69
H 8.90 23.39 14.11
H 7.59 21.28 13.74
H 8.63 20.32 12.62
H 8.44 22.01 12.45
H 8.19 19.48 15.74
C 21.49 15.70 18.63
C 20.49 16.36 17.76
C 21.12 16.71 16.40
C 19.33 15.35 17.49
C 18.48 15.03 18.64
C 17.87 16.37 19.09
C 18.87 17.47 19.43
C 18.16 18.80 19.60
C 19.58 17.24 20.78
N 19.83 17.58 18.26
O 20.96 18.43 18.66
H 21.12 15.15 19.44
H 22.05 14.93 18.08
H 22.18 16.42 19.05
H 20.49 17.05 15.61
H 21.91 17.39 16.60
H 21.64 15.81 16.02
H 18.83 15.77 16.58
H 19.86 14.41 17.28
H 17.58 14.36 18.40
H 18.98 14.53 19.41
H 17.15 16.37 19.92
H 17.21 16.79 18.30
H 17.69 19.05 18.57
H 18.75 19.65 19.85
H 17.29 18.62 20.21
H 20.33 18.02 20.94
H 20.09 16.26 20.86
H 18.95 17.34 21.69
H 21.02 19.04 17.90
C 11.72 16.56 19.20
C 11.51 15.27 20.04
C 12.93 14.76 20.46
C 10.70 15.51 21.32
C 9.21 15.75 20.99
C 8.66 14.50 20.37
C 9.45 14.21 19.05
C 9.02 12.79 18.61
C 9.15 15.21 17.90
N 10.89 14.11 19.38
O 11.60 13.94 18.18
H 10.71 17.03 19.03
H 12.37 17.24 19.79
H 12.20 16.48 18.19
H 12.93 14.31 21.45
H 13.32 14.06 19.75
H 13.63 15.58 20.41
H 10.78 14.65 21.98
H 11.11 16.40 21.84
H 8.64 16.07 21.84
H 9.08 16.64 20.29
H 7.61 14.60 20.13
H 8.84 13.69 21.09
H 9.27 11.98 19.34
H 9.56 12.54 17.73
H 7.95 12.85 18.43
H 9.91 15.03 17.09
H 9.25 16.27 18.20
H 8.24 15.00 17.33
H 11.95 13.05 18.40
C 17.67 11.39 16.67
C 18.49 10.66 15.66
C 17.65 10.50 14.38
C 19.72 11.48 15.40
C 20.84 10.76 14.64
C 21.10 9.40 15.28
C 19.90 8.52 15.52
C 19.33 7.86 14.19
C 20.30 7.44 16.46
N 18.95 9.40 16.24
O 17.77 8.64 16.57
H 16.84 10.77 16.86
H 18.19 11.47 17.58
H 17.39 12.36 16.30
H 18.19 10.16 13.53
H 16.90 9.77 14.43
H 17.41 11.56 14.11
H 19.36 12.44 14.95
H 20.15 11.72 16.34
H 20.62 10.74 13.54
H 21.77 11.37 14.72
H 21.61 9.56 16.25
H 21.92 8.85 14.75
H 19.25 8.46 13.31
H 18.26 7.73 14.47
H 19.85 6.95 13.99
H 20.62 7.89 17.41
H 21.19 6.97 16.08
H 19.48 6.71 16.69
H 17.77 8.57 17.54
C 13.88 10.34 15.25
C 12.74 11.01 16.02
C 12.26 12.34 15.30
C 11.48 10.15 16.07
C 11.68 8.88 16.90
C 11.88 9.35 18.32
C 13.13 10.22 18.46
C 13.07 11.02 19.77
C 14.42 9.32 18.49
N 13.08 11.28 17.39
O 14.14 12.22 17.47
H 14.48 9.76 15.93
H 13.57 9.65 14.46
H 14.44 11.16 14.75
H 11.30 12.66 15.63
H 12.94 13.17 15.37
H 12.14 12.13 14.19
H 10.66 10.73 16.50
H 11.09 10.03 15.06
H 10.86 8.19 16.73
H 12.51 8.24 16.58
H 11.98 8.59 19.09
H 10.98 9.96 18.55
H 12.19 11.69 19.77
H 13.94 11.64 19.82
H 13.10 10.38 20.61
H 14.38 8.52 17.68
H 14.51 8.81 19.48
H 15.37 9.81 18.36
H 14.99 11.75 17.36
O 15.20 18.73 16.64
C 14.76 17.66 16.51
O 14.45 17.10 15.36
C 13.81 15.82 15.72
C 14.37 15.48 17.10
F 15.51 14.72 17.00
O 14.75 16.75 17.51
H 12.75 15.95 15.77
H 13.96 15.09 14.92
H 13.63 15.01 17.77
O 16.10 18.26 22.35
C 15.41 18.98 21.74
O 14.57 18.53 20.80
C 13.97 19.66 20.11
C 14.39 20.79 20.99
F 13.33 21.31 21.70
O 15.31 20.33 21.91
H 14.41 19.61 19.11
H 12.87 19.49 19.98
H 14.93 21.57 20.45
*
```



Entry 2:
Density functional theory data (the ωB97M-V functional and the def2-TZVPD basis) for a 10-piece molecular cluster, C69H75NO5P overall.

The gap between HOMO and LUMO comes out at 7.107 eV. Its total energy is -93773.7294 eV. The value obtained for the HOMO energy is -5.345 eV.

```
! wB97M-V def2-TZVPD RIJCOSX def2/J DEFGRID3
* xyz -1 1
C 3.90 1.31 -3.85
C 2.60 1.01 -2.87
C 2.00 2.29 -2.02
C 0.72 1.98 -1.00
C 0.15 0.43 -0.93
C -1.10 0.19 0.15
N -0.45 0.09 1.51
P -0.14 -1.66 1.75
O -1.10 -2.35 2.80
C -1.28 0.69 2.62
C -0.37 0.53 4.01
C 1.24 0.87 3.73
C 1.95 1.41 5.11
C 2.49 2.96 4.98
O 3.74 3.06 5.77
C 4.89 2.59 4.98
O 5.45 3.28 3.97
C -1.52 2.34 2.46
O -2.80 2.74 2.46
O -0.44 3.33 2.30
C 0.73 -0.83 -1.81
C 2.01 -0.52 -2.82
H 4.16 2.45 -3.78
H 4.81 0.74 -3.33
H 3.71 0.91 -4.93
H 2.48 3.37 -2.09
H 0.29 2.87 -0.36
H -1.89 1.04 0.03
H -1.64 -0.82 -0.20
H -0.32 -2.41 0.49
H 1.28 -1.80 2.06
H -2.31 0.13 2.79
H -0.54 -0.49 4.55
H -0.78 1.37 4.74
H 1.41 1.56 2.80
H 1.74 -0.18 3.47
H 2.84 0.70 5.42
H 1.13 1.32 5.97
H 1.69 3.64 5.54
H 2.69 3.31 3.88
H 5.40 1.54 5.23
H 0.24 -1.88 -1.65
H 2.47 -1.40 -3.44
C 1.31 7.44 -0.68
C 0.88 6.19 -0.24
C 0.09 6.08 0.91
C -0.26 7.22 1.62
C 0.17 8.48 1.18
C 0.96 8.58 0.04
H 1.92 7.52 -1.57
H 1.15 5.29 -0.80
H -0.24 5.10 1.25
H -0.88 7.14 2.51
H -0.11 9.37 1.74
H 1.30 9.56 -0.30
C -5.92 0.70 -3.35
C -6.52 0.80 -2.10
C -5.86 1.42 -1.05
C -4.58 1.95 -1.25
C -3.98 1.86 -2.50
C -4.64 1.23 -3.55
H -6.43 0.21 -4.18
H -7.52 0.39 -1.95
H -6.33 1.49 -0.07
H -4.07 2.44 -0.43
H -2.99 2.28 -2.66
H -4.17 1.15 -4.53
C -2.67 1.91 -7.20
C -1.63 1.35 -6.46
C -0.32 1.43 -6.93
C -0.05 2.09 -8.13
C -1.09 2.65 -8.87
C -2.40 2.56 -8.40
H -3.69 1.84 -6.83
H -1.84 0.84 -5.52
H 0.50 0.99 -6.36
H 0.97 2.16 -8.50
H -0.88 3.16 -9.80
H -3.21 3.00 -8.97
C -2.78 -4.55 -0.45
C -2.27 -5.84 -0.31
C -2.06 -6.64 -1.43
C -2.35 -6.15 -2.70
C -2.85 -4.85 -2.85
C -3.07 -4.06 -1.73
H -2.94 -3.93 0.42
H -2.04 -6.22 0.68
H -1.68 -7.65 -1.31
H -2.18 -6.77 -3.58
H -3.07 -4.47 -3.84
H -3.47 -3.05 -1.84
C -1.57 4.92 8.34
C -1.34 6.15 8.95
C -0.04 6.56 9.24
C 1.04 5.73 8.90
C 0.81 4.50 8.29
C -0.50 4.10 8.01
H -2.59 4.61 8.12
H -2.18 6.80 9.21
H 0.14 7.51 9.73
H 2.05 6.05 9.12
H 1.64 3.86 8.02
H -0.68 3.14 7.53
C 3.91 5.70 12.90
C 3.84 6.67 13.89
C 2.61 7.20 14.28
C 1.44 6.74 13.67
C 1.50 5.77 12.68
C 2.74 5.25 12.29
H 4.87 5.30 12.59
H 4.75 7.03 14.37
H 2.56 7.96 15.05
H 0.48 7.15 13.97
H 0.59 5.41 12.20
H 2.79 4.49 11.51
C 4.94 -5.82 1.59
C 3.86 -6.40 0.92
C 2.57 -5.91 1.12
C 2.36 -4.83 1.97
C 3.44 -4.24 2.63
C 4.73 -4.74 2.44
H 5.94 -6.21 1.44
H 4.02 -7.24 0.25
H 1.73 -6.37 0.61
H 1.35 -4.44 2.12
H 3.28 -3.39 3.29
H 5.57 -4.29 2.96
C -2.58 -8.21 -8.10
C -3.01 -9.47 -7.67
C -3.79 -9.57 -6.52
C -4.15 -8.43 -5.81
C -3.72 -7.18 -6.25
C -2.93 -7.07 -7.39
H -1.96 -8.13 -9.00
H -2.74 -10.36 -8.23
H -4.12 -10.55 -6.18
H -4.76 -8.51 -4.92
H -4.00 -6.28 -5.69
H -2.59 -6.09 -7.73
C 2.45 -6.58 -11.84
C 2.02 -7.84 -11.41
C 1.23 -7.94 -10.26
C 0.88 -6.80 -9.55
C 1.31 -5.54 -9.98
C 2.10 -5.44 -11.13
H 3.06 -6.50 -12.74
H 2.29 -8.73 -11.97
H 0.90 -8.92 -9.92
H 0.26 -6.88 -8.65
H 1.03 -4.65 -9.43
H 2.44 -4.46 -11.46
*
```



Entry 3:
Density functional theory data (the ωB97M-V functional and the def2-TZVPD basis) for an isolated ion of composition C6H10 and charge -1.

The gap between HOMO and LUMO (alpha / beta) comes out at 3.876 / 6.610 eV. Its total energy is -6382.0095 eV. As for the expectation value of S²: 0.77. The value obtained for the HOMO energy (alpha / beta) is 0.444 / -2.389 eV.

```
! wB97M-V def2-TZVPD RIJCOSX def2/J DEFGRID3
* xyz -1 2
C 0.53 0.77 1.52
C 0.70 -0.18 0.39
C -0.21 -0.18 -0.66
C -1.49 0.46 -0.72
C -2.55 0.01 -1.50
C 2.04 -0.87 0.20
H 0.63 1.83 1.22
H -0.49 0.73 1.93
H 1.23 0.59 2.34
H -0.02 -0.88 -1.48
H -1.53 1.41 -0.19
H -2.47 -0.99 -1.91
H -3.51 0.51 -1.53
H 2.52 -0.58 -0.75
H 2.72 -0.68 1.02
H 1.90 -1.96 0.14
*
```



Entry 4:
Density functional theory data (the ωB97M-V functional and the def2-TZVPD basis) for a 2-piece molecular cluster, C6H10 overall.

The SMILES is C=C1C=CCC1.[H][H]. The gap between HOMO and LUMO comes out at 9.741 eV. Its total energy is -6382.2374 eV. The value obtained for the HOMO energy is -8.506 eV.

```
! wB97M-V def2-TZVPD RIJCOSX def2/J DEFGRID3
* xyz 0 1
C 2.09 0.13 -0.26
C 0.79 -0.03 -0.51
C -0.16 1.06 -0.80
C -1.39 0.72 -0.40
C -1.45 -0.71 0.08
C -0.05 -1.27 -0.28
H 2.70 -0.68 0.11
H 2.56 1.10 -0.38
H 0.15 2.04 -1.15
H -2.24 1.39 -0.36
H -1.62 -0.75 1.17
H -2.27 -1.27 -0.38
H -0.12 -1.85 -1.21
H 0.37 -1.93 0.48
H 0.65 0.87 1.94
H -0.01 1.20 1.95
*
```



Entry 5:
Density functional theory data (the ωB97M-V functional and the def2-TZVPD basis) for C6H10 in the gas phase.

The SMILES is C1CC2(C1)CC2. The gap between HOMO and LUMO comes out at 11.072 eV. Its total energy is -6382.5563 eV. The value obtained for the HOMO energy is -9.853 eV.

```
! wB97M-V def2-TZVPD RIJCOSX def2/J DEFGRID3
* xyz 0 1
C -0.52 -1.39 0.96
C -0.29 0.10 1.30
C 0.01 0.31 -0.19
C -0.75 -0.97 -0.52
C 1.36 0.61 -0.75
C 0.22 1.58 -0.94
H -1.33 -1.92 1.48
H 0.41 -1.95 1.06
H -1.24 0.59 1.57
H 0.47 0.37 2.03
H -1.81 -0.79 -0.72
H -0.34 -1.62 -1.30
H 2.17 0.89 -0.07
H 1.68 0.03 -1.61
H -0.21 1.68 -1.94
H 0.25 2.50 -0.37
*
```



Entry 6:
Density functional theory data (the ωB97M-V functional and the def2-TZVPD basis) for a 2-piece molecular cluster, C6H10 overall.

The gap between HOMO and LUMO comes out at 8.831 eV. Its total energy is -6378.3403 eV. The value obtained for the HOMO energy is -8.841 eV.

```
! wB97M-V def2-TZVPD RIJCOSX def2/J DEFGRID3
* xyz 0 1
C 1.71 0.23 -0.72
C 2.32 -0.14 0.61
C 0.88 0.26 0.53
C -1.43 -1.05 0.36
C -2.29 0.18 0.46
C -1.96 -0.38 -0.88
H 1.52 -0.56 -1.44
H 2.00 1.18 -1.16
H 2.52 -1.19 0.80
H 3.02 0.55 1.07
H 0.55 1.22 0.93
H 0.19 -0.58 0.70
H -3.25 0.00 0.94
H -1.84 1.13 0.74
H -2.66 -1.01 -1.41
H -1.28 0.18 -1.52
*
```



Entry 7:
Density functional theory data (the ωB97M-V functional and the def2-TZVPD basis) for C6H10 in the gas phase.

The SMILES is C=CCCC=C. The gap between HOMO and LUMO comes out at 10.627 eV. Its total energy is -6382.8134 eV. The value obtained for the HOMO energy is -9.403 eV.

```
! wB97M-V def2-TZVPD RIJCOSX def2/J DEFGRID3
* xyz 0 1
C 1.90 0.17 0.49
C 1.32 1.09 -0.27
C -0.15 1.41 -0.34
C -1.09 0.37 0.28
C -1.07 -0.94 -0.45
C -0.80 -2.12 0.09
H 1.32 -0.47 1.16
H 2.97 0.00 0.47
H 1.96 1.70 -0.92
H -0.42 1.57 -1.39
H -0.33 2.39 0.15
H -0.85 0.21 1.34
H -2.11 0.78 0.25
H -1.31 -0.90 -1.52
H -0.54 -2.21 1.15
H -0.80 -3.04 -0.49
*
```



Entry 8:
Density functional theory data (the ωB97M-V functional and the def2-TZVPD basis) for C6H10 in the gas phase.

The SMILES is C=CC(C)C=C. The gap between HOMO and LUMO comes out at 9.471 eV. Its total energy is -6381.1312 eV. The value obtained for the HOMO energy is -8.271 eV.

```
! wB97M-V def2-TZVPD RIJCOSX def2/J DEFGRID3
* xyz 0 1
C 1.44 1.24 -0.41
C 0.94 0.81 0.74
C -0.55 0.43 0.58
C -0.81 -0.87 1.35
C -0.66 0.16 -0.93
C -0.20 -0.95 -1.51
H 0.76 1.91 -0.88
H 2.37 1.03 -0.92
H 1.55 0.49 1.58
H -1.28 1.19 0.91
H -0.99 -0.70 2.41
H -1.67 -1.38 0.90
H 0.06 -1.54 1.26
H -1.07 0.96 -1.56
H 0.28 -1.74 -0.94
H -0.18 -1.07 -2.59
*
```



Entry 9:
Density functional theory data (the ωB97M-V functional and the def2-TZVPD basis) for C6H10 in the gas phase.

The SMILES is C1=CCCCC1. The gap between HOMO and LUMO comes out at 10.247 eV. Its total energy is -6383.7937 eV. The value obtained for the HOMO energy is -9.055 eV.

```
! wB97M-V def2-TZVPD RIJCOSX def2/J DEFGRID3
* xyz 0 1
C 0.11 1.55 0.00
C 1.20 0.88 -0.39
C 1.26 -0.62 -0.56
C -0.08 -1.32 -0.29
C -0.90 -0.58 0.78
C -1.18 0.88 0.37
H 0.09 2.64 -0.01
H 2.10 1.43 -0.65
H 2.04 -1.04 0.09
H 1.58 -0.83 -1.59
H -0.68 -1.36 -1.21
H 0.09 -2.36 0.02
H -0.30 -0.57 1.70
H -1.81 -1.13 1.02
H -1.69 1.40 1.20
H -1.84 1.03 -0.50
*
```